77
Properties=species:S:1:pos:R:3 method="wB97M-V/def2-TZVPD" charge=+2 e_above_lowest_ev=1.9889 e_lumo_ev="-6.139 / -7.296" multiplicity=2 homo_energy_ev="-12.732 / -12.723" mol_weight_g_mol=954.675
Ir 0.28 0.39 -0.07
C -2.81 3.95 2.24
N -1.43 3.63 1.86
C -0.49 4.75 1.84
C -1.04 2.43 1.48
O 0.14 2.17 1.19
C -2.11 1.32 1.46
O -1.58 0.08 0.93
C -1.64 -1.10 1.75
C -0.22 -1.32 2.28
O 0.62 -0.44 1.98
N 0.06 -2.37 3.01
C 1.43 -2.63 3.44
C -0.91 -3.42 3.30
H -2.78 4.69 3.03
H -3.35 4.38 1.39
H -3.34 3.09 2.61
H -0.51 5.25 2.81
H 0.51 4.38 1.64
H -0.79 5.46 1.07
H -2.48 1.13 2.47
H -2.95 1.61 0.83
H -2.35 -0.94 2.56
H -1.97 -1.92 1.12
H 2.04 -1.74 3.29
H 1.43 -2.91 4.49
H 1.84 -3.45 2.84
H -1.93 -3.08 3.14
H -0.71 -4.29 2.66
H -0.81 -3.71 4.35
Se -0.46 -1.51 -1.41
P 0.90 -3.36 -1.55
Se 1.27 -4.33 0.26
C -0.29 -4.18 -2.63
C -1.20 -5.09 -2.09
C -2.13 -5.71 -2.92
C -2.16 -5.41 -4.27
C -1.26 -4.50 -4.81
C -0.32 -3.89 -3.99
C 2.31 -2.95 -2.60
C 3.21 -3.99 -2.84
C 4.28 -3.79 -3.69
C 4.46 -2.56 -4.30
C 3.58 -1.52 -4.06
C 2.50 -1.72 -3.20
H -1.15 -5.34 -1.04
H -2.82 -6.43 -2.50
H -2.88 -5.90 -4.91
H -1.27 -4.30 -5.87
H 0.40 -3.20 -4.42
H 3.07 -4.95 -2.36
H 4.97 -4.60 -3.88
H 5.31 -2.41 -4.96
H 3.74 -0.55 -4.51
H 1.83 -0.90 -2.99
C -1.87 3.28 -3.20
As -1.42 1.46 -2.85
C -0.21 0.90 -4.22
C -3.03 0.42 -2.85
O -0.72 1.58 -1.29
H -2.27 3.35 -4.21
H -0.97 3.89 -3.11
H -2.62 3.61 -2.48
H -0.77 0.96 -5.16
H 0.12 -0.12 -4.04
H 0.63 1.58 -4.26
H -3.20 0.05 -3.86
H -3.86 1.06 -2.55
H -2.93 -0.42 -2.17
C 3.54 0.97 1.17
S 3.02 0.20 -0.32
O 4.14 -0.06 -1.14
O 2.12 -0.94 0.03
O 1.95 1.14 -0.93
H 4.28 0.31 1.62
H 2.69 1.12 1.83
H 4.01 1.92 0.90